Record 1
Molecular formula: C9H9FNO
Method: DFT, ωB97M-V/def2-TZVPD

```
! wB97M-V def2-TZVPD RIJCOSX def2/J DEFGRID3
* xyz 1 1
C 2.15 1.21 -0.24
C 3.02 0.12 -0.28
C 0.81 1.02 0.18
C 2.63 -1.10 0.10
C 0.37 -0.25 0.36
C 1.23 -1.38 0.23
C -1.18 -1.94 0.67
C -2.28 0.97 -0.77
C -2.10 0.31 0.56
N -1.02 -0.65 0.52
O 0.72 -2.59 0.18
F -2.24 -2.69 0.52
H 2.48 2.31 -0.32
H 4.12 0.35 -0.41
H 0.13 1.87 -0.01
H 3.16 -1.98 -0.11
H -2.83 0.35 -1.39
H -1.33 1.31 -1.18
H -2.88 1.85 -0.73
H -3.11 -0.17 0.74
H -1.83 1.08 1.39
*
```

Calculated values
* orbital gap (alpha / beta): 0.2307 / 0.2819 Ha
* E: -15722.16815 eV
* energy relative to the best compared isomer or geometry (same formula, charge and spin): 241.5 kJ/mol

=====

Record 2
Molecular formula: C5H11EuO3
Method: DFT, ωB97M-V/def2-TZVPD

```
! wB97M-V def2-TZVPD RIJCOSX def2/J DEFGRID3
* xyz 0 9
O 1.50 2.48 -0.37
C 2.31 1.39 -0.45
C 1.77 0.31 -1.39
O 0.42 -0.05 -1.08
C 0.10 -1.30 -0.51
C -0.72 -1.06 0.74
O -1.72 -0.08 0.43
C -2.72 0.05 1.42
Eu -1.08 1.74 -0.82
H 2.49 0.91 0.54
H 3.33 1.62 -0.87
H 2.38 -0.61 -1.36
H 1.69 0.72 -2.40
H 0.99 -1.89 -0.25
H -0.49 -1.84 -1.26
H -0.10 -0.68 1.56
H -1.20 -1.99 1.05
H -3.33 0.92 1.16
H -3.35 -0.85 1.43
H -2.27 0.20 2.41
*
```

Calculated values
* orbital gap (alpha / beta): 0.1727 / 0.2868 Ha
* E: -30831.10892 eV
* energy relative to the best compared isomer or geometry (same formula, charge and spin): 32.9 kJ/mol

=====

Record 3
Molecular formula: C30H68N11O6P3
Method: DFT, ωB97M-V/def2-TZVPD

```
! wB97M-V def2-TZVPD RIJCOSX def2/J DEFGRID3
* xyz 0 1
C 2.71 -3.75 -6.54
N 1.69 -3.05 -5.79
C 0.79 -3.94 -5.08
P 1.86 -1.50 -5.07
O 2.00 -1.84 -3.62
N 3.37 -0.69 -5.28
C 4.51 -1.26 -5.97
C 3.81 0.06 -4.10
N 1.24 -0.71 -6.44
C 0.16 -1.26 -7.26
C 1.46 0.73 -6.64
H 2.26 -4.61 -7.05
H 3.53 -4.12 -5.91
H 3.12 -3.13 -7.33
H -0.16 -3.44 -4.86
H 1.20 -4.30 -4.13
H 0.55 -4.81 -5.70
H 4.85 -2.21 -5.52
H 5.35 -0.57 -5.93
H 4.30 -1.41 -7.03
H 4.30 -0.58 -3.36
H 2.96 0.54 -3.62
H 4.50 0.85 -4.39
H 0.57 -1.77 -8.13
H -0.51 -0.48 -7.61
H -0.45 -1.97 -6.71
H 2.23 0.89 -7.40
H 1.77 1.22 -5.73
H 0.54 1.23 -6.97
C 6.66 3.94 -0.61
N 6.52 2.52 -0.87
C 5.13 2.07 -0.84
P 7.54 1.57 -1.87
O 6.69 1.34 -3.07
N 8.88 2.39 -2.61
C 9.13 3.81 -2.47
C 9.17 1.95 -3.97
N 8.52 1.09 -0.58
C 7.98 0.79 0.75
C 9.85 0.53 -0.82
H 6.00 4.22 0.22
H 6.41 4.57 -1.47
H 7.67 4.18 -0.27
H 5.08 1.00 -0.65
H 4.60 2.27 -1.78
H 4.60 2.56 -0.02
H 8.30 4.43 -2.82
H 10.01 4.08 -3.05
H 9.37 4.07 -1.44
H 8.53 2.43 -4.72
H 9.03 0.87 -4.06
H 10.21 2.16 -4.21
H 8.12 1.66 1.41
H 8.50 -0.06 1.21
H 6.93 0.54 0.73
H 10.62 1.27 -0.58
H 9.99 0.22 -1.85
H 10.03 -0.36 -0.21
C -6.54 1.52 7.60
N -7.05 0.85 6.43
C -6.19 0.98 5.26
P -8.03 -0.55 6.40
O -7.08 -1.60 5.91
N -8.45 -1.25 7.93
C -7.99 -0.73 9.20
C -8.47 -2.71 7.94
N -9.47 0.32 6.37
C -9.62 1.57 5.62
C -10.75 -0.32 6.71
H -6.14 2.50 7.32
H -5.74 0.96 8.10
H -7.33 1.73 8.32
H -6.76 0.83 4.34
H -5.36 0.26 5.27
H -5.77 1.99 5.20
H -6.89 -0.71 9.28
H -8.37 -1.35 10.01
H -8.38 0.27 9.39
H -7.48 -3.14 8.08
H -8.88 -3.10 7.01
H -9.12 -3.06 8.75
H -9.51 2.42 6.30
H -10.61 1.64 5.16
H -8.90 1.66 4.82
H -11.06 -0.02 7.71
H -10.67 -1.41 6.70
H -11.53 -0.06 6.00
O 1.87 -1.72 1.53
C 1.80 -1.18 0.22
C 0.43 -0.65 -0.15
O 0.05 0.53 0.54
C 0.08 1.68 -0.25
O -0.75 1.63 -1.38
C -2.13 1.80 -1.09
C -2.79 0.54 -0.59
C -2.85 -0.59 -1.45
C -3.41 -1.74 -1.03
C -3.98 -1.86 0.26
N -4.53 -3.04 0.64
C -5.03 -3.04 1.85
C -5.00 -1.91 2.71
N -4.45 -0.77 2.38
C -3.92 -0.74 1.12
C -3.30 0.44 0.67
H 1.00 -2.09 1.73
H 2.56 -0.41 0.08
H 2.02 -1.97 -0.50
H -0.30 -1.42 0.12
H 0.38 -0.56 -1.24
H 1.09 1.94 -0.59
H -0.25 2.50 0.40
H -2.33 2.65 -0.43
H -2.60 2.04 -2.05
H -2.42 -0.54 -2.45
H -3.44 -2.59 -1.70
H -5.51 -3.94 2.21
H -5.46 -1.98 3.69
H -3.25 1.28 1.35
*
```

Calculated values
* structure (SMILES): CN(C)P(=O)(N(C)C)N(C)C.CN(C)P(=O)(N(C)C)N(C)C.CN(C)P(=O)(N(C)C)N(C)C.OCCOCOCc1ccc2nccnc2c1
* orbital gap: 0.2952 Ha
* E: -88752.93552 eV

=====

Record 4
Molecular formula: C46H38AsCl4NO4PtS3
Method: DFT, ωB97M-V/def2-TZVPD

```
! wB97M-V def2-TZVPD RIJCOSX def2/J DEFGRID3
* xyz 2 1
Pt -0.29 -0.41 -2.23
C 2.83 6.98 -2.22
C 2.12 5.77 -1.68
C 0.81 5.48 -2.07
C 0.16 4.34 -1.61
C 0.84 3.50 -0.73
C 2.14 3.77 -0.33
C 2.77 4.91 -0.80
S 0.19 1.95 -0.21
O -0.62 1.41 -1.44
C -1.11 2.34 0.93
C -2.25 3.04 0.48
C -3.27 3.26 1.35
C -3.21 2.80 2.69
C -4.26 3.04 3.60
C -4.20 2.55 4.87
C -3.09 1.80 5.30
C -2.05 1.56 4.44
C -2.08 2.06 3.12
C -1.01 1.83 2.20
C 0.17 1.00 2.61
C 1.15 1.53 3.49
C 1.04 2.83 4.04
C 2.02 3.32 4.87
C 3.14 2.53 5.19
C 3.28 1.28 4.67
C 2.29 0.75 3.80
C 2.46 -0.52 3.19
C 1.53 -1.01 2.33
C 0.37 -0.25 2.06
S -0.78 -0.83 0.84
O 0.16 -1.19 -0.34
C -1.36 -2.36 1.49
C -2.66 -2.36 1.99
C -3.20 -3.54 2.46
C -2.47 -4.73 2.41
C -3.08 -6.02 2.87
C -1.17 -4.70 1.90
C -0.61 -3.53 1.43
H 2.20 7.54 -2.91
H 3.73 6.68 -2.75
H 3.13 7.64 -1.41
H 0.29 6.15 -2.74
H -0.84 4.12 -1.93
H 2.66 3.10 0.35
H 3.78 5.13 -0.49
H -2.32 3.37 -0.55
H -4.16 3.79 1.03
H -5.12 3.61 3.26
H -5.01 2.74 5.56
H -3.05 1.42 6.31
H -1.19 0.99 4.78
H 0.18 3.44 3.80
H 1.93 4.32 5.27
H 3.90 2.93 5.85
H 4.14 0.67 4.91
H 3.35 -1.09 3.42
H 1.69 -1.96 1.83
H -3.23 -1.44 2.03
H -4.21 -3.55 2.86
H -3.78 -5.86 3.69
H -2.32 -6.73 3.20
H -3.63 -6.49 2.05
H -0.60 -5.62 1.86
H 0.38 -3.52 1.01
Cl 1.17 -2.46 -8.83
C 0.86 -2.30 -7.18
C 0.46 -3.53 -6.42
Cl 0.36 -4.97 -7.29
C 0.19 -3.52 -5.09
Cl -0.26 -4.91 -4.21
C 0.24 -2.26 -4.38
O -0.05 -2.17 -3.19
C 0.71 -1.00 -5.13
O 0.84 0.00 -4.47
C 0.97 -1.10 -6.57
Cl 1.43 0.33 -7.36
S -4.20 0.87 -4.31
C -2.96 2.01 -4.63
C -1.79 1.57 -4.10
N -1.88 0.35 -3.47
C -3.10 -0.12 -3.51
H -3.15 2.92 -5.16
H -0.84 2.08 -4.15
H -3.38 -1.07 -3.08
C 3.47 -3.78 0.28
As 2.17 -3.50 -1.16
C 1.28 -5.26 -1.04
C 3.40 -3.83 -2.66
H 4.16 -4.58 0.03
H 2.95 -4.05 1.21
H 4.03 -2.86 0.44
H 1.78 -6.00 -1.67
H 0.24 -5.18 -1.35
H 1.32 -5.61 -0.01
H 3.56 -4.90 -2.83
H 4.36 -3.37 -2.42
H 3.03 -3.39 -3.58
*
```

Calculated values
* orbital gap (alpha / beta): 0.1815 / 0.1815 Ha
* E: -204663.87581 eV
* energy relative to the best compared isomer or geometry (same formula, charge and spin): 51.8 kJ/mol